# 1
C6H12N2O2S3 | ωB97M-V/def2-TZVPD

Geometry (Å):
C: 0.100 -1.101 0.136
C: -0.324 0.219 0.850
C: -1.924 -0.810 -0.794
C: 0.062 -2.184 1.124
C: 0.570 3.129 0.685
C: 3.424 -1.884 0.673
N: -0.825 -1.437 -0.957
N: -2.947 -0.777 -1.701
O: -0.934 1.828 -1.128
O: 1.387 -1.004 -0.493
S: -2.090 0.191 0.656
S: 0.292 1.535 -0.383
S: 2.667 -0.288 0.162
H: 0.201 0.253 1.807
H: -0.938 -2.389 1.510
H: 0.729 -1.869 1.997
H: 0.396 -3.092 0.695
H: -0.322 3.726 0.764
H: 1.577 3.543 0.450
H: 0.689 2.894 1.782
H: 4.442 -2.018 0.306
H: 2.749 -2.693 0.391
H: 3.480 -1.749 1.852
H: -2.672 -1.025 -2.568
H: -3.848 -0.469 -1.542

Values from the calculation:
**Net charge**: 0
**E_HOMO**: -8.56 eV
**Spin multiplicity**: 1
**Energy relative to the best compared isomer or geometry (same formula, charge and spin)**: 76.6 kcal/mol
**E_LUMO**: 0.0195 hartree

***

# 2
C6H12N2O3 | ωB97M-V/def2-TZVPD

Geometry (Å):
C: 1.503 0.127 -0.272
C: 1.827 -1.212 -0.309
C: 2.352 1.215 0.148
C: 0.849 -2.326 -0.351
C: -1.288 0.493 -0.963
C: -0.521 0.761 0.281
N: -0.738 0.000 1.428
N: -0.348 2.091 0.508
O: 2.187 2.296 -0.643
O: 3.119 1.169 1.104
O: 3.105 -1.696 -0.134
H: 0.529 -2.607 0.614
H: 1.350 -3.253 -0.732
H: -0.042 -2.202 -0.982
H: -0.793 0.904 -1.824
H: -2.283 1.002 -0.909
H: -1.420 -0.555 -1.071
H: -0.246 0.415 2.326
H: -0.384 -0.961 1.386
H: -0.672 2.786 -0.212
H: -0.221 2.421 1.494
H: 1.665 1.987 -1.351
H: 3.673 -0.977 0.164

Values from the calculation:
**Net charge**: 0
**E_HOMO**: -7.97 eV
**Spin multiplicity**: 1
**Energy relative to the best compared isomer or geometry (same formula, charge and spin)**: 80.7 kcal/mol
**E_LUMO**: 0.0196 hartree

***

# 3
C6H12N2O3 | ωB97M-V/def2-TZVPD

Geometry (Å):
C: 0.826 -0.626 -2.363
C: 0.079 1.756 -0.625
C: 0.362 0.268 1.852
C: -0.205 -1.983 0.774
C: -0.458 0.343 -0.540
C: 0.430 -0.495 0.560
N: -0.266 -0.297 -1.842
N: -1.943 0.302 -0.045
O: -0.593 2.905 -0.294
O: 1.216 1.830 -1.049
O: 1.655 -0.756 0.117
H: 0.772 -1.425 -3.040
H: 1.730 -0.121 -1.993
H: -0.629 0.375 2.220
H: 0.971 -0.175 2.646
H: 0.768 1.252 1.718
H: -0.205 -2.469 -0.193
H: -1.003 -1.836 1.371
H: 0.502 -2.468 1.334
H: -1.399 2.804 0.160
H: -2.299 1.162 -0.438
H: -2.394 -0.484 -0.459
H: 2.083 0.138 0.129

Values from the calculation:
**Net charge**: 0
**E_HOMO (spin up / spin down)**: -5.30 / -9.98 eV
**Spin multiplicity**: 3
**Energy relative to the best compared isomer or geometry (same formula, charge and spin)**: 36.8 kcal/mol
**E_LUMO (spin up / spin down)**: 0.0180 / -0.0725 hartree

***

# 4
C6H12N2O3PtS | ωB97M-V/def2-TZVPD

Geometry (Å):
Pt: -0.119 -0.077 -0.495
N: -2.242 0.069 -0.219
C: -2.594 1.460 -0.615
C: -1.472 2.422 -0.162
O: -1.712 3.527 0.292
N: -0.279 1.881 -0.461
C: 1.023 2.487 -0.212
C: 1.904 1.558 0.623
O: 2.800 1.913 1.343
O: 1.636 0.253 0.442
H: -2.281 0.000 0.792
H: -2.886 -0.608 -0.612
H: -2.617 1.486 -1.704
H: -3.558 1.783 -0.225
H: 1.545 2.535 -1.174
H: 0.939 3.491 0.195
C: 0.100 -2.880 1.151
S: 0.290 -2.370 -0.572
C: 2.085 -2.486 -0.686
H: 0.839 -2.358 1.757
H: 0.218 -3.959 1.235
H: -0.898 -2.596 1.474
H: 2.392 -3.486 -0.384
H: 2.532 -1.721 -0.055
H: 2.354 -2.324 -1.727

Values from the calculation:
**Net charge**: 0
**E_HOMO**: -8.31 eV
**Spin multiplicity**: 1
**Energy relative to the best compared isomer or geometry (same formula, charge and spin)**: 21.8 kcal/mol
**E_LUMO**: -0.0070 hartree

***

# 5
C6H12N2O4 | ωB97M-V/def2-TZVPD

Geometry (Å):
C: -1.453 -0.090 0.083
C: -0.508 0.744 0.689
C: -2.875 0.210 0.626
C: 0.920 0.194 -1.180
C: 2.188 -0.701 -0.911
C: 1.051 1.292 -2.224
H: 0.091 -1.143 0.326
H: -1.069 -1.442 1.442
H: -1.750 -0.124 -0.942
H: -3.378 -0.602 0.144
H: -3.291 1.171 0.242
H: -3.061 0.830 2.503
H: 1.348 1.296 0.649
H: 0.090 -0.473 -1.454
H: -0.096 1.812 -2.258
H: 1.627 1.295 -3.292
H: 1.715 1.932 -1.691
H: 2.739 -2.631 -0.275
N: -0.940 -1.442 0.384
N: 0.663 0.797 0.179
O: -0.766 1.396 1.739
O: -3.270 -0.096 1.986
O: 3.502 -0.161 -1.089
O: 1.913 -2.052 -0.366

Values from the calculation:
**Net charge**: 0
**SMILES string**: C[C@H](NC(=O)[C@@H](N)CO)C(=O)O
**E_HOMO**: -9.82 eV
**Spin multiplicity**: 1
**Energy relative to the best compared isomer or geometry (same formula, charge and spin)**: 129.2 kcal/mol
**E_LUMO**: -0.0071 hartree

***

# 6
C6H12N2O4 | ωB97M-V/def2-TZVPD

Geometry (Å):
C: -1.586 0.205 -0.487
C: -0.911 -1.078 -0.478
C: -1.651 1.057 0.681
C: 1.429 -0.277 0.389
C: 2.078 0.435 -0.868
C: 2.485 -1.101 1.143
H: -3.106 -0.250 -1.820
H: -3.222 -0.970 -0.381
H: -1.251 0.901 -1.295
H: -1.618 0.451 1.645
H: -2.539 1.796 0.634
H: -0.693 2.744 0.625
H: 0.588 -2.036 -0.337
H: 1.156 0.568 1.029
H: 2.824 -1.908 0.544
H: 3.311 -0.564 1.523
H: 2.041 -1.626 1.999
H: 0.617 1.728 -0.809
N: -2.974 -0.076 -0.814
N: 0.343 -1.180 0.105
O: -1.381 -2.170 -0.789
O: -0.412 1.865 0.609
O: 3.000 -0.010 -1.507
O: 1.474 1.495 -1.339

Values from the calculation:
**Net charge**: 0
**SMILES string**: C[C@H](NC(=O)[C@@H](N)CO)C(=O)O
**E_HOMO**: -9.58 eV
**Spin multiplicity**: 1
**Energy relative to the best compared isomer or geometry (same formula, charge and spin)**: 42.6 kcal/mol
**E_LUMO**: 0.0074 hartree

***

# 7
C6H12N2O5 | ωB97M-V/def2-TZVPD

Geometry (Å):
C: -0.353 2.094 0.327
C: 0.348 0.886 -0.332
C: 0.641 3.163 0.899
C: -0.239 -1.391 -1.131
C: -1.515 -2.263 -1.041
C: 0.837 -2.293 -0.499
H: -1.853 2.382 1.699
H: -0.679 0.992 1.951
H: -0.723 2.531 -0.634
H: 1.526 3.254 0.192
H: 0.322 4.090 1.302
H: 2.183 2.733 2.229
H: -1.591 -0.003 -0.167
H: 0.084 -1.416 -2.293
H: 1.713 -1.773 -0.257
H: 1.174 -2.996 -1.226
H: 1.331 -3.528 1.143
H: -0.617 -3.048 -2.728
N: -1.357 1.604 1.258
N: -0.600 -0.138 -0.522
O: 1.631 0.901 -0.657
O: 1.280 2.381 2.029
O: -2.613 -1.917 -0.673
O: 0.428 -2.844 0.838
O: -1.358 -3.399 -1.709

Values from the calculation:
**Net charge**: 0
**E_HOMO**: -9.72 eV
**Spin multiplicity**: 1
**Energy relative to the best compared isomer or geometry (same formula, charge and spin)**: 111.4 kcal/mol
**E_LUMO**: -0.0233 hartree

***

# 8
C6H12N2O7P2 | ωB97M-V/def2-TZVPD

Geometry (Å):
O: 3.390 -1.535 1.687
O: 3.271 0.937 -0.111
N: -3.515 0.126 0.236
O: 0.189 -1.511 -0.125
O: 2.377 0.660 2.496
O: 1.450 -1.662 2.976
O: 1.858 0.367 -2.155
O: 3.367 -1.467 -0.894
C: -3.224 0.435 -0.970
C: -2.376 0.413 1.015
C: -1.345 0.724 0.193
N: -1.899 0.783 -1.056
C: -4.079 0.391 -2.244
C: 0.179 0.860 0.539
C: 1.028 -0.456 0.356
P: 2.138 -0.756 1.843
P: 2.387 -0.173 -0.683
H: -0.742 -1.465 0.112
H: 2.954 0.877 1.750
H: 2.141 -1.633 3.601
H: 2.731 0.581 -2.515
H: 3.740 -1.649 0.031
H: -2.317 0.235 2.083
H: -1.385 0.845 -1.931
H: -3.525 0.344 -3.165
H: -4.740 1.313 -2.215
H: -4.735 -0.446 -2.177
H: 0.440 1.601 -0.237
H: 0.242 1.259 1.559

Values from the calculation:
**Net charge**: 0
**E_HOMO**: -9.32 eV
**Spin multiplicity**: 1
**Energy relative to the best compared isomer or geometry (same formula, charge and spin)**: 27.3 kcal/mol
**E_LUMO**: 0.0076 hartree